Entry 1:
{
  "formula": "C28H54F5N7O4P2",
  "method": "wB97M-V/def2-TZVPD",
  "species": ["C", "C", "C", "C", "O", "C", "N", "C", "O", "C", "C", "C", "F", "F", "C", "C", "C", "C", "C", "C", "F", "F", "F", "C", "H", "H", "H", "H", "H", "H", "H", "H", "H", "H", "H", "H", "H", "H", "H", "H", "H", "H", "C", "N", "C", "P", "O", "N", "C", "C", "N", "C", "C", "H", "H", "H", "H", "H", "H", "H", "H", "H", "H", "H", "H", "H", "H", "H", "H", "H", "H", "C", "N", "C", "P", "O", "N", "C", "C", "N", "C", "C", "H", "H", "H", "H", "H", "H", "H", "H", "H", "H", "H", "H", "H", "H", "H", "H", "H", "H"],
  "coordinates": [[0.691815, -2.876128, 4.386027], [0.885597, -3.782594, 3.147627], [0.396401, -3.153731, 1.843323], [0.937790, -1.741336, 1.607595], [1.362720, -1.535142, 0.264832], [2.732335, -1.352144, 0.105087], [3.493379, -2.586288, 0.337514], [4.854868, -2.143824, 0.468559], [5.837184, -2.742181, 0.141691], [4.842027, -0.737075, 1.058137], [3.418972, -0.164187, 0.818566], [3.447244, 1.155494, 0.069066], [2.181070, 1.553548, -0.244880], [4.173225, 1.001815, -1.080325], [4.085926, 2.243326, 0.911497], [5.450192, 2.477875, 0.846895], [6.057486, 3.438085, 1.638131], [5.282248, 4.187218, 2.505655], [3.920013, 3.951403, 2.565656], [3.104762, 4.777558, 3.526553], [3.531418, 6.053214, 3.548738], [3.223545, 4.324829, 4.791256], [1.803553, 4.772846, 3.210689], [3.307678, 2.994580, 1.780725], [1.658781, -2.512291, 4.736569], [0.108474, -1.988412, 4.140904], [0.220286, -3.393318, 5.217264], [0.395042, -4.733908, 3.343897], [1.954733, -3.995057, 3.044011], [-0.694825, -3.168025, 1.849170], [0.702093, -3.805870, 1.022836], [1.706372, -1.526704, 2.355601], [0.125475, -1.034794, 1.787132], [2.841114, -1.134564, -0.961817], [3.304500, -2.992576, 1.256378], [5.660952, -0.222783, 0.558156], [5.071186, -0.663994, 2.119211], [3.053347, 0.040148, 1.823758], [6.029073, 1.885002, 0.153635], [7.127363, 3.566687, 1.569394], [5.755033, 4.932952, 3.127732], [2.241869, 2.830582, 1.840558], [-5.310703, -2.480022, 5.104060], [-4.664103, -1.312835, 4.529691], [-3.508518, -0.938079, 5.336683], [-4.285102, -1.278762, 2.840642], [-3.367315, -2.475082, 2.780897], [-5.540489, -1.875948, 1.811069], [-6.846376, -2.278924, 2.278123], [-5.106158, -2.708154, 0.696240], [-4.813578, 0.314178, 2.692653], [-5.544214, 1.099579, 3.672541], [-4.751979, 0.907835, 1.361852], [-5.467812, -2.307927, 6.171049], [-4.721033, -3.398296, 4.984419], [-6.298892, -2.640623, 4.682714], [-3.046826, -0.027141, 4.942500], [-2.743337, -1.724671, 5.354401], [-3.819156, -0.723241, 6.361579], [-6.833392, -3.279610, 2.731532], [-7.548488, -2.303597, 1.439907], [-7.256153, -1.569035, 2.998980], [-4.939065, -3.752092, 0.991512], [-4.178305, -2.332624, 0.268635], [-5.861920, -2.684533, -0.092957], [-6.509220, 0.649461, 3.911524], [-5.726567, 2.096955, 3.268238], [-4.989561, 1.239800, 4.598051], [-5.737190, 0.902032, 0.885973], [-4.065303, 0.355362, 0.719805], [-4.385844, 1.935884, 1.405698], [0.669599, -0.057464, -3.497137], [1.208071, 1.071852, -4.239392], [2.348978, 1.635625, -3.522464], [1.536697, 0.916622, -5.916010], [2.602740, -0.128020, -5.973067], [0.303799, 0.110254, -6.828111], [-0.959048, -0.316994, -6.271457], [0.768633, -0.823477, -7.844924], [0.935473, 2.440178, -6.293983], [0.185434, 3.326976, -5.423311], [0.949851, 2.827378, -7.697866], [0.525332, 0.238068, -2.455516], [1.327846, -0.936461, -3.518978], [-0.312822, -0.346950, -3.861252], [2.730233, 2.520371, -4.042516], [3.170358, 0.916313, -3.432460], [2.046055, 1.955203, -2.528148], [-0.866324, -1.249262, -5.696870], [-1.679241, -0.494047, -7.075689], [-1.398720, 0.450395, -5.630962], [1.016059, -1.809305, -7.430293], [1.656838, -0.443023, -8.344634], [-0.006694, -0.948541, -8.605643], [-0.754057, 2.876308, -5.096761], [-0.051291, 4.245067, -5.963998], [0.749804, 3.625746, -4.541431], [-0.040401, 2.706595, -8.148446], [1.652631, 2.214871, -8.263333], [1.268449, 3.865600, -7.816365]],
  "forces_ev_per_angstrom": [[0.3, 0.1, -0.3], [0.2, 0.4, 0.4], [-0.1, -0.7, 0.1], [-0.8, -0.2, 0.2], [0.3, 0.3, 0.5], [-0.7, 0.2, -1.0], [0.7, 0.0, 0.2], [-0.1, 0.2, 0.4], [-0.3, -0.1, 0.2], [0.5, 0.7, -0.6], [0.9, -0.7, 0.7], [0.5, 0.1, 0.8], [0.0, -0.2, -0.3], [-0.4, 0.0, -0.2], [0.0, 0.2, -0.1], [0.0, -0.3, -0.3], [-0.2, -0.2, -0.1], [0.4, -0.2, -0.1], [-0.3, 0.4, 0.3], [0.4, -0.1, -0.1], [-0.2, 0.1, 0.0], [-0.2, -0.1, 0.0], [-0.1, 0.1, 0.1], [0.1, -0.2, -0.1], [0.0, 0.0, 0.1], [-0.2, -0.1, 0.1], [-0.1, 0.0, 0.0], [0.0, -0.1, -0.3], [0.0, -0.1, 0.0], [0.0, 0.2, -0.1], [0.0, 0.1, -0.1], [0.3, 0.1, -0.2], [0.1, 0.2, 0.0], [0.0, -0.2, -0.1], [-0.5, -0.2, -0.2], [-0.2, 0.3, 0.0], [0.2, -0.6, 0.1], [-0.6, 0.0, -0.2], [0.2, 0.1, 0.0], [0.0, 0.2, 0.1], [-0.1, 0.1, 0.1], [0.0, 0.0, 0.0], [0.0, -0.3, -0.1], [-0.4, 0.5, 0.1], [0.1, 0.2, -0.2], [-4.6, -3.1, 2.5], [2.1, 2.3, -1.3], [0.3, 0.0, -0.7], [-0.2, 0.4, 0.1], [0.1, -0.3, 0.2], [2.1, 0.5, -0.9], [0.2, 0.2, 0.5], [0.0, 0.0, -0.1], [0.1, 0.0, 0.0], [0.0, 0.0, 0.0], [0.1, 0.0, -0.1], [0.0, 0.0, 0.0], [0.0, 0.0, 0.0], [-0.1, 0.0, 0.0], [-0.1, 0.0, 0.0], [0.1, 0.0, 0.0], [0.1, 0.0, 0.1], [0.0, 0.0, -0.1], [0.0, 0.0, 0.0], [-0.1, 0.0, 0.1], [0.0, -0.1, 0.0], [0.1, -0.1, -0.2], [0.0, -0.1, 0.0], [0.0, 0.0, 0.0], [0.0, -0.1, 0.0], [0.0, 0.0, 0.0], [0.0, -0.3, -0.1], [-0.5, 0.3, 0.0], [0.2, 0.2, -0.3], [-3.9, -2.5, 2.0], [1.6, 2.1, -1.2], [0.2, -0.2, -0.3], [-0.2, 0.3, 0.0], [0.2, -0.2, 0.2], [2.0, 0.5, -0.8], [0.2, 0.2, 0.4], [0.0, 0.0, -0.1], [0.1, 0.1, 0.0], [0.0, 0.0, 0.0], [0.1, 0.0, -0.1], [0.0, -0.1, 0.0], [0.0, 0.0, 0.0], [-0.1, -0.1, 0.0], [-0.1, 0.0, 0.0], [0.1, 0.0, 0.0], [0.1, 0.0, 0.1], [0.0, 0.0, -0.1], [0.0, 0.0, 0.1], [-0.1, 0.0, 0.1], [0.0, 0.0, 0.0], [0.1, -0.1, -0.2], [0.0, -0.1, 0.1], [0.0, 0.0, 0.0], [0.0, -0.1, 0.0], [0.0, 0.0, 0.0]],
  "orbital_gap_ha": 0.30252,
  "fmax_ev_per_a": 6.0,
  "smiles": "CCCCO[C@@H]1NC(=O)C[C@H]1C(F)(F)c1cccc(C(F)(F)F)c1.CN(C)P(=O)(N(C)C)N(C)C.CN(C)P(=O)(N(C)C)N(C)C"
}


Entry 2:
{
  "formula": "C3H10N4O2",
  "method": "wB97M-V/def2-TZVPD",
  "species": ["N", "C", "N", "C", "O", "O", "C", "N", "N", "H", "H", "H", "H", "H", "H", "H", "H", "H", "H"],
  "coordinates": [[-2.048259, -0.938560, -0.036867], [-1.289021, 0.117063, -0.244353], [-1.591761, 1.145462, -0.953359], [0.161980, 0.143246, 0.663667], [-0.046072, -0.869584, 1.610700], [0.081219, 1.466876, 1.146871], [1.323355, -0.204606, -0.260771], [1.905489, 0.866326, -0.804832], [1.691290, -1.451259, -0.347410], [-1.661014, -1.630722, 0.540856], [-2.933734, -0.960406, -0.462531], [-0.877853, 1.769167, -1.345148], [-2.472268, 0.961914, -1.527587], [-0.507770, -0.715623, 2.476008], [0.109563, 1.500804, 2.201464], [1.471632, 1.787692, -0.595267], [2.796798, 0.828907, -1.362328], [1.572839, -2.150178, 0.347668], [2.313594, -1.666512, -1.046780]],
  "forces_ev_per_angstrom": [[1.4, 2.6, -0.7], [2.6, -1.5, 1.9], [-2.0, -0.2, -2.5], [-4.7, 0.3, 1.2], [1.1, -0.2, -0.1], [1.0, -1.0, 2.5], [0.8, 1.9, 1.4], [-0.1, -0.7, -0.4], [-0.8, 1.3, 0.1], [0.0, -1.3, 0.9], [-1.4, -0.7, -0.4], [-0.7, -0.1, 0.4], [1.5, 1.2, 0.7], [0.5, 0.6, -1.2], [0.2, -0.1, -3.2], [0.8, -0.9, -0.2], [-1.3, 0.1, 0.7], [-0.8, -0.4, 0.8], [2.0, -0.8, -1.9]],
  "orbital_gap_ha": 0.41738,
  "fmax_ev_per_a": 4.9,
  "smiles": "NC(=[NH2+])C(O)(O)C(N)=[NH2+]",
  "total_charge": 2,
  "relative_energy_kcal_mol": 9.1
}


Entry 3:
{
  "formula": "C58H42BiBr2Cl3I2N5O5Si",
  "method": "wB97M-V/def2-TZVPD",
  "species": ["Bi", "C", "O", "C", "C", "C", "C", "C", "C", "C", "C", "C", "C", "C", "N", "C", "C", "C", "C", "C", "C", "C", "C", "C", "C", "O", "C", "C", "C", "C", "N", "C", "C", "C", "C", "C", "C", "O", "C", "C", "C", "C", "C", "C", "C", "N", "C", "C", "N", "C", "C", "C", "C", "O", "C", "C", "C", "H", "H", "H", "H", "H", "H", "H", "H", "H", "H", "H", "H", "H", "H", "H", "H", "H", "H", "H", "H", "H", "H", "H", "H", "H", "H", "H", "H", "H", "H", "H", "H", "H", "H", "H", "H", "C", "C", "C", "C", "C", "C", "Br", "C", "C", "Br", "C", "O", "C", "N", "H", "H", "H", "H", "H", "H", "I", "I", "Cl", "Si", "Cl", "Cl"],
  "coordinates": [[-27.970300, 18.402670, 2.754806], [-37.278202, 19.038057, -0.775511], [-36.045966, 18.628542, -1.307733], [-35.019587, 18.432988, -0.426759], [-33.774431, 18.202808, -1.009660], [-32.662964, 18.049693, -0.202782], [-32.763240, 18.122002, 1.191796], [-34.018266, 18.312213, 1.752454], [-35.147812, 18.469247, 0.959706], [-31.535585, 18.025974, 2.026391], [-31.169247, 19.187263, 2.725269], [-31.956349, 20.379967, 2.824514], [-31.283000, 21.218949, 3.671560], [-30.094432, 20.549976, 4.071036], [-30.043901, 19.325013, 3.501319], [-29.079265, 21.074508, 4.918612], [-27.898271, 20.425885, 5.234422], [-26.997709, 20.873972, 6.280334], [-25.995758, 19.991316, 6.357834], [-26.257747, 18.959260, 5.366795], [-25.502351, 17.793285, 5.240272], [-24.340264, 17.640548, 6.160819], [-23.091595, 18.177634, 5.873034], [-22.046705, 18.052537, 6.768447], [-22.252234, 17.373561, 7.978326], [-21.177220, 17.340363, 8.815770], [-21.325154, 16.680968, 10.050981], [-23.488631, 16.814665, 8.274772], [-24.518534, 16.947248, 7.350791], [-25.826695, 16.750898, 4.400349], [-26.985674, 16.603001, 3.690092], [-26.883164, 15.427544, 2.976831], [-27.879178, 14.861803, 2.221275], [-27.597194, 13.592983, 1.489804], [-27.697305, 13.572071, 0.098324], [-27.456210, 12.422410, -0.618641], [-27.097700, 11.258293, 0.066134], [-26.871556, 10.164665, -0.716303], [-26.510804, 8.976284, -0.055697], [-26.964597, 11.262606, 1.447194], [-27.237641, 12.424368, 2.146189], [-29.202394, 15.381904, 2.081307], [-30.255788, 14.747103, 1.354121], [-31.273512, 15.653482, 1.275690], [-30.844231, 16.813645, 1.995028], [-29.603041, 16.583447, 2.544555], [-25.586243, 14.823951, 3.257990], [-24.968309, 15.603193, 4.169455], [-27.403541, 19.253498, 4.693850], [-29.296103, 22.438996, 5.457603], [-30.415276, 22.759685, 6.228036], [-30.642771, 24.055125, 6.656820], [-29.705367, 25.040187, 6.340015], [-29.822807, 26.352035, 6.700641], [-31.040322, 26.759720, 7.272138], [-28.564042, 24.725420, 5.608889], [-28.376523, 23.442645, 5.157718], [-37.912411, 19.237163, -1.631382], [-37.179485, 19.960561, -0.193800], [-37.740070, 18.260177, -0.153062], [-33.697435, 18.183680, -2.083711], [-31.694721, 17.888731, -0.658210], [-34.119127, 18.380089, 2.828247], [-36.112329, 18.616710, 1.419312], [-32.888805, 20.556294, 2.330560], [-31.558248, 22.217452, 3.957705], [-27.150277, 21.757791, 6.866279], [-25.124253, 20.046697, 6.988092], [-22.951619, 18.715928, 4.946494], [-21.082052, 18.482597, 6.575146], [-20.352917, 16.745998, 10.539509], [-21.597232, 15.623730, 9.927812], [-22.058683, 17.173205, 10.695849], [-23.649345, 16.323460, 9.223600], [-25.491830, 16.530294, 7.575153], [-27.942971, 14.480528, -0.429113], [-27.495344, 12.389231, -1.695533], [-26.344828, 8.228066, -0.840136], [-27.300873, 8.628909, 0.621542], [-25.580137, 9.091630, 0.512888], [-26.676558, 10.374576, 1.995701], [-27.153592, 12.450543, 3.227510], [-30.228968, 13.748275, 0.948695], [-32.229283, 15.520716, 0.796203], [-25.202316, 13.910400, 2.821754], [-24.001550, 15.450864, 4.629257], [-31.125273, 21.971072, 6.454769], [-31.522244, 24.279858, 7.236996], [-30.970192, 27.841746, 7.371028], [-31.172859, 26.327725, 8.268384], [-31.904195, 26.511761, 6.624272], [-27.855939, 25.504298, 5.389942], [-27.503808, 23.195707, 4.563641], [-29.129231, 21.893994, 1.240777], [-27.767636, 21.615045, 0.665422], [-27.209462, 22.478554, -0.287170], [-25.966862, 22.209470, -0.800825], [-25.273930, 21.059286, -0.391036], [-24.035402, 20.635258, -0.903707], [-23.219701, 21.624647, -2.303968], [-23.412231, 19.515116, -0.426009], [-24.005014, 18.771117, 0.595578], [-23.104557, 17.296607, 1.333809], [-25.218759, 19.121812, 1.184675], [-25.788263, 18.452481, 2.143389], [-25.876181, 20.287348, 0.638938], [-27.104077, 20.580412, 1.128242], [-29.623928, 22.700759, 0.718173], [-29.021545, 22.161475, 2.294427], [-29.757703, 21.000816, 1.192844], [-27.746423, 23.348855, -0.604923], [-25.509226, 22.867266, -1.519768], [-22.455826, 19.210758, -0.830157], [-28.197833, 17.873153, 0.037848], [-28.668474, 17.118210, -2.642538], [-23.505281, 22.166115, 5.515921], [-24.355413, 20.929925, 3.889470], [-22.780980, 21.211193, 2.421069], [-25.720961, 22.478093, 3.056381]],
  "forces_ev_per_angstrom": [[0.5, 0.2, 1.2], [-0.3, 0.1, 0.1], [0.2, -0.1, 0.1], [0.1, 0.0, -0.1], [0.0, 0.1, 0.4], [-0.1, 0.0, 0.0], [-0.1, -0.1, -0.2], [0.1, 0.1, 0.0], [-0.1, 0.0, -0.4], [0.0, 0.0, 0.0], [-0.2, -0.1, 0.2], [0.6, 0.0, 0.3], [-0.3, 0.0, -0.2], [0.2, -0.2, 0.0], [0.0, 0.0, 0.1], [0.2, -0.2, 0.0], [-0.5, 0.6, 0.0], [-0.4, -0.1, -0.4], [0.1, -0.4, -0.2], [0.3, -0.3, 0.3], [0.0, 0.4, 0.2], [-0.1, -0.3, 0.0], [0.2, 0.1, 0.0], [-0.5, -0.4, 0.4], [0.1, 0.3, -0.3], [0.1, -0.1, 0.1], [0.2, -0.1, 0.2], [0.2, 0.1, 0.0], [0.0, 0.1, 0.0], [-0.1, -0.6, -0.1], [0.3, 0.1, 0.2], [0.1, -0.2, 0.1], [-0.3, -0.4, 0.0], [0.0, 0.1, 0.1], [0.1, 0.0, -0.1], [0.2, -0.3, 0.4], [0.1, 0.1, -0.2], [0.0, 0.0, 0.0], [0.2, -0.4, -0.2], [-0.1, -0.3, 0.0], [0.0, 0.5, 0.2], [0.3, 0.1, 0.4], [-0.3, 0.1, -0.2], [0.1, -0.3, 0.1], [0.0, 0.2, 0.2], [-0.2, -0.1, -0.2], [0.0, 0.1, 0.0], [-0.2, 0.0, -0.1], [-0.1, 0.2, 0.6], [-0.3, 0.0, 0.3], [0.2, -0.4, -0.4], [0.3, 0.3, 0.0], [-0.1, 0.0, 0.0], [0.0, -0.1, -0.1], [-0.3, 0.1, -0.1], [-0.4, 0.1, 0.2], [0.2, -0.2, 0.0], [-0.2, 0.0, -0.1], [0.0, -0.1, 0.0], [0.1, 0.1, -0.1], [0.0, 0.0, -0.2], [0.1, 0.0, 0.0], [0.0, -0.1, 0.0], [0.0, 0.0, 0.1], [-0.2, 0.1, -0.1], [-0.1, 0.1, 0.0], [0.0, 0.2, 0.1], [0.0, -0.2, 0.0], [0.0, 0.0, -0.1], [0.2, 0.1, -0.1], [-0.1, -0.1, 0.0], [0.0, 0.2, 0.0], [-0.1, 0.0, -0.1], [-0.1, -0.1, -0.1], [0.0, 0.0, 0.0], [-0.1, 0.2, -0.1], [-0.1, 0.1, -0.1], [-0.1, 0.2, 0.2], [0.1, 0.0, -0.1], [-0.1, 0.0, 0.0], [0.0, 0.1, -0.1], [0.0, -0.1, -0.1], [0.0, 0.1, 0.0], [0.0, 0.0, 0.0], [-0.2, 0.2, 0.0], [-0.1, 0.1, -0.1], [0.0, 0.1, 0.1], [-0.1, 0.1, 0.1], [-0.1, 0.0, 0.0], [-0.1, -0.1, 0.0], [0.3, 0.0, 0.3], [0.2, 0.2, -0.1], [0.0, 0.0, 0.0], [0.4, -0.4, 0.1], [-0.2, 0.0, 0.3], [0.7, -0.2, -0.3], [-0.5, 0.0, 0.1], [-0.2, -0.2, 0.6], [0.3, -0.2, 0.0], [0.1, 0.0, 0.0], [-0.1, 0.2, -0.3], [-0.6, 0.1, 0.5], [0.2, -0.2, 0.0], [-0.2, 0.3, -0.3], [0.6, -0.2, 0.0], [0.3, 0.1, -0.3], [-0.2, 0.0, 0.0], [-0.1, 0.2, -0.1], [0.0, 0.1, -0.1], [0.0, 0.0, 0.0], [-0.2, 0.3, -0.1], [0.0, 0.1, -0.1], [0.0, 0.0, 0.1], [-0.6, -0.7, -3.3], [0.1, 0.1, 0.5], [0.0, 0.0, 0.0], [0.2, 0.4, -0.2], [0.2, 0.1, 0.1], [0.2, 0.2, 0.2]],
  "orbital_gap_ha": 0.16016,
  "fmax_ev_per_a": 3.4,
  "total_charge": -1,
  "relative_energy_kcal_mol": 0.0
}